[1]
Density functional theory data (the ωB97M-V functional and the def2-TZVPD basis) for 3 unconnected molecules or ions with the total composition C43H65F3N4O7PSSi in a non-equilibrium geometry.

```
125
Properties=species:S:1:pos:R:3
C 0.169 -6.647 -0.402
C -1.099 -6.065 -0.113
C -2.469 -5.331 0.503
C -2.110 -3.734 0.606
C -2.406 -2.829 -0.741
C -2.984 -3.524 -2.127
O -4.463 -3.403 -2.230
N -5.008 -4.625 -2.363
O -5.129 -4.925 -3.563
C -2.080 -1.194 -0.589
C -2.393 -0.315 -1.938
C -3.814 0.558 -1.808
O -5.017 -0.292 -1.934
C -6.057 0.443 -1.145
O -7.134 -0.178 -0.593
C -1.452 -0.536 0.820
C -1.134 1.057 1.010
F -1.564 1.962 -0.075
F -1.934 1.561 2.193
C 0.498 1.398 1.180
C 1.167 2.045 -0.171
Si 3.093 2.165 0.195
C 4.122 2.725 -1.335
C 3.350 3.467 1.641
C 3.854 0.514 0.830
C 4.025 0.256 2.473
C 4.734 -1.170 2.979
C 5.270 -2.343 1.964
C 5.063 -2.063 0.334
C 4.370 -0.653 -0.211
N -1.151 -1.481 2.007
P -0.406 -0.950 3.556
S 1.389 -1.747 3.850
C -1.466 -2.992 1.962
C -1.185 -4.047 3.193
C 0.219 -4.857 2.779
O 0.613 -6.001 3.355
F 1.049 -4.278 1.663
H 1.340 -6.833 -0.504
H -2.827 -5.835 1.495
H -3.323 -5.585 -0.293
H -2.753 -4.693 -2.192
H -2.478 -3.082 -3.114
H -1.449 0.400 -2.090
H -2.489 -0.917 -2.931
H -3.878 1.057 -0.734
H -3.846 1.450 -2.583
H -5.991 1.610 -0.923
H 1.004 0.342 1.376
H 0.664 2.033 2.162
H 0.806 3.156 -0.257
H 0.989 1.390 -1.124
H 4.089 1.902 -2.196
H 5.276 2.858 -1.088
H 3.779 3.768 -1.784
H 2.655 3.212 2.562
H 4.475 3.333 2.000
H 3.190 4.571 1.280
H 3.685 1.018 3.295
H 4.826 -1.311 4.154
H 5.764 -3.349 2.355
H 5.414 -2.919 -0.389
H 4.281 -0.565 -1.392
H -1.296 -1.382 4.615
H -0.216 0.460 3.699
H -2.001 -4.917 3.270
H -1.153 -3.587 4.264
C 7.407 5.649 -6.317
C 6.356 5.590 -5.166
C 5.233 6.648 -5.379
C 5.610 8.071 -4.995
C 6.189 8.110 -3.587
C 7.391 7.148 -3.421
N 7.069 5.740 -3.851
O 6.255 5.170 -2.857
C 8.591 7.710 -4.232
C 7.889 7.216 -1.940
C 5.677 4.191 -5.356
H 8.417 5.871 -5.971
H 7.511 4.685 -6.828
H 7.142 6.393 -7.077
H 4.351 6.369 -4.785
H 4.900 6.639 -6.426
H 6.316 8.486 -5.722
H 4.720 8.707 -5.038
H 6.491 9.139 -3.352
H 5.398 7.858 -2.868
H 9.458 7.040 -4.174
H 8.910 8.683 -3.833
H 8.364 7.886 -5.285
H 7.105 6.969 -1.217
H 8.231 8.227 -1.687
H 8.735 6.535 -1.777
H 6.384 3.373 -5.170
H 5.305 4.078 -6.384
H 4.810 4.049 -4.701
C -6.315 -2.142 4.037
C -5.680 -3.556 3.870
C -5.315 -3.833 2.381
C -6.488 -4.229 1.496
C -7.274 -5.370 2.127
C -7.745 -5.034 3.564
N -6.615 -4.579 4.451
O -5.854 -5.714 4.781
C -8.851 -3.946 3.480
C -8.497 -6.274 4.149
C -4.318 -3.443 4.637
H -7.326 -2.166 4.448
H -5.758 -1.522 4.749
H -6.353 -1.593 3.089
H -4.576 -4.645 2.331
H -4.821 -2.955 1.944
H -7.133 -3.363 1.310
H -6.114 -4.544 0.516
H -8.137 -5.606 1.490
H -6.650 -6.273 2.132
H -9.191 -3.648 4.479
H -9.731 -4.325 2.942
H -8.543 -3.048 2.941
H -7.882 -7.179 4.155
H -9.385 -6.512 3.552
H -8.836 -6.081 5.176
H -4.474 -3.301 5.713
H -3.738 -2.584 4.271
H -3.680 -4.323 4.497
```

Its multiplicity is 3. Its total charge is +1. For the HOMO-LUMO gap, the calculation gives 4.79 eV. The LUMO energy is -0.2054 hartree. As for the expectation value of S²: 2.01. The value obtained for the HOMO energy is -0.3814 hartree.

[2]
Density functional theory data (the ωB97M-V functional and the def2-TZVPD basis) for CH3N3S2 in the gas phase in a non-equilibrium geometry.

```
9
Properties=species:S:1:pos:R:3
C 1.503 0.239 0.300
N 0.501 1.060 0.128
N -0.736 0.583 0.097
N -0.853 -0.719 -0.201
S 3.185 0.319 0.085
S -2.327 1.429 0.151
H 1.040 -0.775 0.722
H -1.899 -1.092 -0.159
H -0.414 -1.045 -1.123
```

For the energy above the lowest of the compared OMol25 structures with the same formula, charge and spin, the calculation gives 64.3 kcal per mole. For the HOMO-LUMO gap (spin up / spin down), the calculation gives 6.42 / 6.44 eV. The LUMO energy (spin up / spin down) is -0.0909 / -0.0905 hartree. The value obtained for the HOMO energy (spin up / spin down) is -0.3268 / -0.3270 hartree. The SMILES is N/[N+]([S-])=N\C=S.

[3]
Density functional theory data (the ωB97M-V functional and the def2-TZVPD basis) for 2 unconnected molecules or ions with the total composition C8H12ClNO2 in a non-equilibrium geometry.

```
24
Properties=species:S:1:pos:R:3
C 3.556 0.060 1.735
C 1.991 -0.860 3.219
C -0.638 1.083 0.315
C 2.823 -1.079 2.179
C -0.257 -0.007 -0.331
C -2.006 1.747 0.216
C 1.868 -0.374 -1.184
C -1.154 -2.126 -1.238
N 4.161 1.009 1.505
O 0.971 -0.594 -0.116
O -1.172 -0.679 -1.101
Cl 3.151 -2.540 1.266
H 1.873 0.043 3.593
H 1.500 -1.713 3.634
H 0.108 1.660 0.912
H -1.848 2.804 0.185
H -2.547 1.238 1.087
H -2.576 1.498 -0.799
H 1.683 -1.079 -2.082
H 2.890 -0.466 -0.763
H 1.643 0.619 -1.461
H -0.121 -2.335 -1.517
H -2.035 -2.423 -1.900
H -1.276 -2.518 -0.112
```

For the energy above the lowest of the compared OMol25 structures with the same formula, charge and spin, the calculation gives 67.6 kcal per mole. For the HOMO-LUMO gap, the calculation gives 8.60 eV. The LUMO energy is 0.0050 hartree. The value obtained for the HOMO energy is -0.3110 hartree. The SMILES is C=C(Cl)C#N.CC=C(OC)OC.

[4]
Density functional theory data (the ωB97M-V functional and the def2-TZVPD basis) for CH4N2 in the gas phase in a non-equilibrium geometry.

```
7
Properties=species:S:1:pos:R:3
C 0.157 -0.253 0.246
H -0.660 1.211 1.194
H 0.705 1.470 0.710
H 0.755 -0.660 1.110
H -0.729 -0.725 -1.437
N -0.075 1.076 0.257
N -0.069 -1.044 -0.694
```

For the energy above the lowest of the compared OMol25 structures with the same formula, charge and spin, the calculation gives 48.8 kcal per mole. For the HOMO-LUMO gap, the calculation gives 10.91 eV. The LUMO energy is 0.0327 hartree. The value obtained for the HOMO energy is -0.3681 hartree. The SMILES is [H]/N=C\N.

| no. | total energy (eV) |
| --- | --- |
| 1 | -102050.5824 |
| 2 | -27221.6745 |
| 3 | -26594.0341 |
| 4 | -4080.7642 |